Entry 1:
C28H50BNO16Si | the ωB97M-V functional and the def2-TZVPD basis

Geometry as XYZ:
```
97
C28H50BNO16Si, DFT the ωB97M-V functional and the def2-TZVPD basis
C -0.19 -8.27 4.58
H -1.43 6.69 -3.20
C -2.03 -2.76 -2.11
C -3.94 -0.40 2.66
H -1.01 -5.98 0.06
H 5.33 0.77 2.55
H -0.70 -2.06 0.63
C 7.42 -1.77 4.14
O 4.02 4.28 0.97
O -1.78 -4.03 -1.67
O -2.58 -7.35 2.33
B -2.42 2.80 -2.58
H -3.76 1.76 0.40
C 1.08 3.66 -4.25
C -4.08 0.78 0.78
C 0.36 -7.73 5.89
H -0.32 -9.36 4.65
O 8.04 -2.79 3.88
H 1.38 -8.08 6.07
H 1.04 -6.87 3.45
H 4.56 1.45 4.00
C 1.83 4.82 0.70
C -5.38 0.86 1.51
H 3.45 2.08 -3.29
C -1.55 -7.62 2.94
H 3.55 1.25 -5.08
O -1.46 -7.70 4.30
H -1.92 0.94 -1.17
H -2.53 5.75 -1.96
H -0.30 4.70 0.40
C -2.63 5.01 -4.22
H -0.27 -8.04 6.72
O -3.19 0.32 1.78
H -7.51 0.73 1.21
O 1.93 3.75 1.63
H -4.18 3.23 -4.06
C 0.75 1.07 -6.11
Si 1.15 1.70 -4.33
H 1.75 3.98 -3.32
H 1.41 -8.60 3.17
O 7.88 -0.77 4.95
C 3.27 3.56 1.85
C 0.61 -7.88 3.38
C -1.03 -3.90 -0.47
H -3.31 7.01 -3.13
H 3.45 5.72 -0.41
H 0.62 3.65 -0.66
H -2.56 4.66 -6.21
C 5.72 -0.34 4.37
H -0.41 1.21 -6.35
O -5.27 -0.22 2.44
H 6.90 0.90 5.69
O -0.35 -7.88 2.35
C -1.47 -2.55 0.03
H 3.13 4.03 -0.86
H -2.40 -2.58 0.61
C -1.13 0.62 -3.40
H 0.00 4.07 -4.06
H 1.74 5.75 1.27
C -6.59 0.67 0.62
H -6.63 1.44 -0.16
H 7.42 0.98 3.99
C 0.62 4.64 -0.19
O -3.48 -1.12 3.54
N -2.43 5.45 -5.53
H -3.23 0.65 -2.51
O -2.49 -2.50 -3.21
H -1.48 1.06 -4.43
H -2.43 -5.13 0.64
H 0.99 -0.06 -6.30
H 3.92 -0.02 3.23
C -2.48 6.15 -3.05
C 4.83 0.52 3.49
H -2.17 3.57 -1.70
H 0.03 -3.90 -0.73
H 0.35 -6.63 5.89
H -2.58 2.86 -4.97
C 3.13 4.75 -0.03
O 3.73 2.85 2.73
C -1.35 -5.03 0.48
C -3.01 3.43 -4.02
H -4.08 0.07 -0.05
O 0.27 0.92 -3.04
C 7.00 0.33 4.76
O -1.71 -1.84 -1.17
C -2.22 1.20 -2.28
H -5.47 1.79 2.08
H -6.59 -0.32 0.15
H -0.86 -4.88 1.45
O 6.18 -1.47 3.65
H 3.06 0.17 -3.60
H 0.58 5.40 -0.97
C 3.04 1.27 -4.03
H 1.61 4.17 -5.19
H 5.16 -0.69 5.24
H 1.30 1.80 -6.86
H -1.25 -0.57 -3.35
```

Properties
- E: -72649.2621 eV
- HOMO-LUMO gap: 9.728 eV
- HOMO energy: -9.81 eV


Entry 2:
C28H50BrCoN2O4S2Si | the ωB97M-V functional and the def2-TZVPD basis

Geometry as XYZ:
```
89
C28H50BrCoN2O4S2Si, DFT the ωB97M-V functional and the def2-TZVPD basis
C -0.88 -3.00 -2.47
H 0.95 -0.88 3.76
H -0.89 -4.21 -0.20
C -2.58 3.16 0.58
H -5.68 0.54 1.23
C 1.13 -2.10 -1.65
C 1.61 0.95 -2.96
H -2.71 -4.09 -2.86
Co -0.99 -0.19 -0.86
C 1.37 2.65 3.93
H -2.20 4.13 -2.27
H 1.09 4.72 2.16
C 1.73 -2.63 1.81
H -2.05 -5.38 -0.87
H 0.66 -2.42 1.77
H -4.36 -3.62 0.39
H 1.29 3.29 -1.76
C 3.99 -1.73 2.37
C 2.12 4.38 2.29
H 3.01 3.20 -2.11
H 4.34 -1.98 1.37
C 2.13 1.32 -1.58
H 4.12 2.60 1.83
H 2.56 -0.27 4.19
H 4.24 1.13 -1.96
C 1.22 -4.01 -3.11
O 1.46 2.24 1.56
H 2.23 1.43 -3.72
H -0.52 4.69 -2.01
H 1.62 -0.12 -3.13
S -1.17 2.98 -0.49
H 4.55 -0.86 2.73
H 2.59 4.97 3.08
H 1.34 1.59 4.17
H 4.22 -2.58 3.03
H -3.49 3.21 -0.02
H -2.45 4.05 1.18
C -0.26 -1.98 -1.72
H -1.81 5.23 -0.91
C 2.01 -1.12 3.77
H 3.62 1.34 2.95
C -4.16 -3.52 -0.67
Br -7.35 1.80 -0.87
H 0.59 1.32 -3.08
C 2.23 2.83 -1.45
C -3.92 -0.18 0.23
H -5.41 1.12 -3.02
H 1.77 -4.76 -3.65
H 3.47 -0.39 -1.51
O 1.15 0.82 -0.63
N -2.70 -3.38 -0.88
H 2.44 3.13 -0.43
H -2.96 -2.34 -2.67
H -2.36 -2.50 -0.46
H 4.09 2.93 3.56
H -0.70 -4.74 -3.72
H 2.07 -2.87 0.80
C 2.15 2.90 2.64
H -3.20 0.00 -2.94
H 3.80 0.83 -0.28
C -0.17 -3.98 -3.16
C -1.45 4.41 -1.53
H 2.94 -3.11 -2.21
C 3.49 0.68 -1.31
C 3.58 2.41 2.75
O 2.33 -0.29 1.51
H 2.16 -1.97 4.43
C 2.50 -1.44 2.37
H 2.67 4.56 1.36
S -0.78 0.09 1.45
C -5.01 0.76 -2.08
H -4.66 -2.65 -1.07
N -3.24 -0.34 -0.91
H 0.34 3.00 3.82
C -3.78 0.13 -2.04
O -1.51 1.81 -1.41
H -4.49 -4.42 -1.20
H -2.58 2.28 1.22
H 1.69 -1.38 -1.05
C -5.70 0.92 -0.89
Si 1.16 0.73 1.05
H -3.44 -0.54 1.13
C -5.16 0.44 0.29
C 1.86 -3.08 -2.31
C -2.36 -3.20 -2.34
H 1.83 3.18 4.76
H -2.34 -4.66 0.74
H 1.90 -3.50 2.44
C -1.93 -4.50 -0.25
```

Properties
- Total charge: +1
- E: -178235.2779 eV
- HOMO-LUMO gap (alpha / beta): 7.842 / 7.958 eV
- Multiplicity: 4
- HOMO energy (alpha / beta): -10.47 / -10.64 eV
- ΔE to the lowest compared entry with this formula, charge and spin: 1.62 kJ/mol


Entry 3:
C28H50Cl10INO3P | the ωB97M-V functional and the def2-TZVPD basis

Geometry as XYZ:
```
94
C28H50Cl10INO3P, DFT the ωB97M-V functional and the def2-TZVPD basis
I -4.13 -0.33 -0.74
H 4.78 4.13 -0.91
H 1.52 3.83 4.70
H 0.21 2.66 4.91
Cl -6.12 0.92 -3.21
Cl -0.28 8.81 7.61
H 0.87 -5.60 -9.87
C -1.44 -0.81 0.39
H 2.49 -5.06 -1.15
C 3.39 1.17 -0.34
H 1.18 -4.59 -0.09
C 4.56 3.20 -0.40
H 0.73 -1.72 -1.95
C -8.61 1.03 -2.09
H -1.03 -1.94 3.57
C -4.73 -0.36 2.44
C 2.41 0.16 -0.92
H -4.95 -0.38 3.51
Cl -8.54 -0.59 -1.36
C -3.21 -0.50 2.25
C 0.92 -3.52 -9.33
C 3.70 2.33 -0.99
Cl -0.81 -3.46 -8.90
H -1.64 6.27 5.31
H -2.99 -2.16 0.89
C -0.35 -1.70 1.02
C 5.47 1.44 2.80
H 2.21 1.43 4.39
H 6.56 1.49 2.75
C 1.24 -0.10 0.03
C 0.03 0.73 -0.37
C -1.51 -2.83 -4.79
P 0.02 -1.40 2.81
N 0.91 -1.57 0.19
H -0.68 -2.74 0.95
H -8.06 2.06 -3.88
H 5.07 2.05 3.61
C 1.15 3.02 5.33
C 5.14 2.96 0.81
H -1.41 -1.03 -0.69
H 5.21 0.41 3.03
Cl 0.84 -1.44 -4.61
H 3.72 -3.16 0.49
O 0.26 0.01 3.18
Cl 3.77 2.41 5.84
H -5.10 0.58 2.04
H 0.03 -3.06 -1.09
H -9.67 1.27 -2.24
H 1.15 -2.22 3.08
H 1.52 0.25 1.02
Cl 1.54 -5.54 -7.60
Cl 0.80 3.68 6.95
C -1.50 7.27 5.71
H 2.72 -4.07 1.63
H -2.71 0.44 2.44
H 2.99 -0.74 -1.11
H 0.20 6.65 6.84
C 3.18 -4.10 0.64
H 2.04 0.55 -1.87
H -1.29 6.69 7.78
O -1.08 0.55 0.49
C 4.00 0.91 0.87
H -2.92 -1.25 2.99
H -5.24 -1.22 2.00
C 2.13 1.88 5.38
Cl -3.13 7.96 5.94
H -0.99 7.87 4.97
C 2.14 -4.27 -0.49
H -8.22 0.31 -4.09
H 0.42 -3.77 -4.52
C 1.47 -4.92 -9.28
H 5.81 3.68 1.26
H -1.94 -1.94 -5.25
H 0.14 -3.09 -6.12
Cl -1.86 -2.78 -3.04
H 1.82 1.11 6.08
H -0.25 0.61 -1.43
C -0.73 7.20 7.00
H 1.67 -1.98 0.75
H 1.01 -3.12 -10.34
H 1.45 -2.85 -8.65
C -2.87 -1.08 0.86
H 0.34 1.77 -0.26
H 3.26 2.56 -1.95
H -2.02 -3.70 -5.20
H 2.48 -4.93 -9.66
C -0.03 -2.94 -5.06
O 2.05 -3.07 -1.27
H 3.91 -4.90 0.62
H -8.20 1.74 -1.38
H 3.77 -0.03 1.38
C 4.87 1.78 1.46
C -7.89 1.09 -3.41
C 0.87 -2.37 -1.09
```

Properties
- Total charge: +1
- E: -180087.8885 eV
- HOMO-LUMO gap: 9.142 eV
- HOMO energy: -11.53 eV